# 1
Computed, not measured: the molecule C2H4N2O2, with ωB97M-V/def2-TZVPD.

The geometry in XYZ format:
```
10
C2H4N2O2 | the Open Molecules 2025 dataset | ωB97M-V/def2-TZVPD
O 0.22246 1.19044 1.74873
O 0.19284 -0.09546 -0.15257
N -0.53426 -0.97012 1.76265
N 0.50905 0.53682 -2.16887
C 0.13016 0.99388 -0.98342
C -0.03955 0.16264 1.18828
H -0.94546 -1.67971 1.17874
H -0.86622 -0.88848 2.70947
H 0.51448 1.16892 -2.95313
H 0.81652 -0.41893 -2.32988
```

F_max: 0.618 eV Å⁻¹
Frontier orbital gap: 9.98 eV
Energy: -9213.268 eV
Relative energy (zero: lowest compared OMol25 entry of this formula, charge and spin): 45.1 kcal per mole
Total charge: 0

=====

# 2
Computed, not measured: a cluster of 2 separate species, C4H11NO in total in a non-equilibrium geometry, with ωB97M-V/def2-TZVPD.

The geometry in XYZ format:
```
17
C4H11NO | the Open Molecules 2025 dataset | ωB97M-V/def2-TZVPD
O 1.18763 1.36782 -2.81444
N -0.83113 1.98595 1.36516
C -0.15310 -0.31837 0.96019
C -0.31689 -2.76224 0.38615
C 0.32469 -1.37199 0.06585
C -0.34204 0.94661 0.61135
H 0.39310 -3.57702 0.41012
H -1.21205 -3.02116 -0.20941
H 0.28943 -0.96901 -0.96723
H -0.57672 -0.69991 1.87748
H 1.48975 -1.49976 0.08884
H -0.10477 1.27587 -0.46744
H -0.64000 -2.66278 1.44663
H -1.27385 2.76074 0.88708
H 1.19130 2.15480 -2.25977
H 0.57855 0.75829 -2.38354
H -0.88494 2.02113 2.36427
```

F_max: 3.353 eV Å⁻¹
SMILES string: CC/C=C/N.O
Frontier orbital gap: 8.83 eV
Energy: -7862.758 eV
Relative energy (zero: lowest compared OMol25 entry of this formula, charge and spin): 41.4 kcal per mole
Total charge: 0

=====

# 3
Computed, not measured: a structure of composition C36H28NO6P2S2TeZr, with ωB97M-V/def2-TZVPD.

The geometry in XYZ format:
```
77
C36H28NO6P2S2TeZr | the Open Molecules 2025 dataset | ωB97M-V/def2-TZVPD
Te 0.11303 -1.54775 2.00130
Zr 0.05100 1.83388 1.04901
S -1.70716 1.58054 3.74985
S 0.19213 4.53622 0.93157
P -1.44420 0.00779 -0.50870
P 1.73535 0.30513 -0.23410
O 1.23251 3.77956 1.69118
O -1.20759 3.87678 1.72790
O -1.77069 1.38265 0.17777
O -0.29182 1.46229 2.91245
O -0.03644 3.67140 -0.28431
O -1.51622 0.96654 5.05136
N 1.10086 -5.84214 -0.12449
C -3.42655 -1.01021 1.08463
C -1.92829 5.12924 5.63198
C -0.79728 -0.42535 -4.49151
C 3.27269 -2.03907 0.06767
C -4.81189 -2.88233 0.50251
C -3.14388 -2.11676 -1.04547
C 5.16229 -0.72024 1.62783
C 2.55942 -0.45706 -2.80236
C -1.95777 1.43713 -2.77719
C -1.45172 4.29873 3.03854
C -0.78998 -0.65234 -3.12644
C -1.96088 1.65706 -4.14614
C -1.75710 6.06043 4.62165
C -2.76202 -1.13049 -0.13669
C -1.37755 0.27629 -2.26884
C -1.52152 5.65063 3.31551
C -4.16383 -2.99552 -0.71986
C 2.76367 -0.24029 -4.15347
C 0.11409 -0.36049 0.22047
C 3.10264 -0.68998 0.37888
C -1.62834 3.35099 4.04225
C 4.05039 -0.03461 1.16293
C 5.32734 -2.06086 1.31514
C 1.60912 1.74689 -2.59385
C 2.37801 0.96308 -4.73159
C 1.21994 -4.35760 1.75503
C 1.48483 -5.56351 1.11717
C 1.97817 0.53696 -2.01241
C -1.87577 3.77434 5.34125
C -4.45090 -1.88633 1.39975
C 0.07425 -3.67881 -0.22034
C -1.38644 0.72662 -4.99900
C 0.40295 -4.91052 -0.76813
C 1.79661 1.95160 -3.95429
C 0.50451 -3.38921 1.06587
C 4.38287 -2.71958 0.53808
H 4.50787 -3.76758 0.29956
H -2.66349 -2.19384 -2.01281
H -1.39030 0.90095 -6.06699
H -1.81273 7.11754 4.84320
H 0.08637 -5.16205 -1.77516
H -5.61121 -3.56746 0.75213
H -2.39785 2.16065 -2.10317
H 2.54159 1.13143 -5.78798
H -0.50188 -2.96939 -0.79785
H -3.15191 -0.22657 1.77910
H -2.01159 3.02668 6.11101
H 2.04718 -6.33550 1.63063
H 1.50235 2.89295 -4.39899
H 3.22875 -1.00907 -4.75635
H -4.96721 -1.79105 2.34518
H 2.53361 -2.56947 -0.51718
H 3.91768 1.01097 1.41416
H 1.17435 2.53771 -1.99449
H -0.30378 -1.53659 -2.72923
H 5.89450 -0.20823 2.23705
H -2.41080 2.55594 -4.54549
H -2.11175 5.45551 6.64614
H 2.87144 -1.39618 -2.36779
H -0.33625 -1.13993 -5.16006
H 6.19323 -2.59727 1.67992
H -4.46012 -3.76043 -1.42455
H 1.59341 -4.18873 2.75735
H -1.40427 6.37723 2.52234
```

F_max: 0.668 eV Å⁻¹
Frontier orbital gap: 7.45 eV
Energy: -100380.950 eV
Relative energy (zero: lowest compared OMol25 entry of this formula, charge and spin): 5.5 kcal per mole
Total charge: +1

=====

# 4
Computed, not measured: a cluster of 3 separate species, C20H21F2O3P in total, with ωB97M-V/def2-TZVPD.

The geometry in XYZ format:
```
47
C20H21F2O3P | the Open Molecules 2025 dataset | ωB97M-V/def2-TZVPD
P 4.57514 1.07221 -2.42943
F -0.43859 -1.25707 0.07548
F -2.20311 0.55846 3.74246
O -0.35495 1.92545 -3.76638
O 3.71468 3.40288 -4.74467
O 1.53671 2.90530 -4.49379
C 1.80248 1.23954 -2.88539
C 0.82828 2.00819 -3.72780
C -1.65710 -1.82847 -0.05319
C 3.03087 1.66705 -3.18660
C 1.32940 0.22102 -1.91402
C -2.63584 -1.51657 0.86761
C -3.12566 -3.27714 -1.23210
C -5.05266 -1.33905 4.87737
C 4.06988 3.20374 -0.59664
C -3.09910 -2.02252 6.09769
C 5.10437 2.62269 -1.56582
C -4.45867 -2.14006 5.84283
C -4.13130 -2.98571 -0.32109
C 2.88717 2.73348 -4.21711
C -4.29558 -0.42040 4.16378
C 5.69533 1.13632 -3.88186
C -2.94637 -0.32787 4.44030
C -1.87157 -2.69636 -1.10431
C -3.88325 -2.10707 0.72486
C -2.32679 -1.10994 5.39321
H -6.11228 -1.42678 4.67591
H 3.05529 3.15264 -0.99322
H -5.10626 -3.44227 -0.42609
H -4.73438 0.21851 3.40889
H 1.95442 -0.66897 -1.97849
H 5.88277 2.14947 -4.22912
H 6.64000 0.68235 -3.57968
H -4.66298 -1.87812 1.43976
H 5.41327 3.36924 -2.29993
H 0.29629 -0.04018 -2.12591
H 4.28311 4.25355 -0.40105
H 5.28600 0.54553 -4.70039
H -5.05374 -2.85410 6.39579
H 5.99673 2.34140 -1.00159
H 1.39045 0.59554 -0.89281
H -1.26546 -1.00269 5.56999
H -2.63280 -2.64506 6.84982
H 4.08046 2.68028 0.35879
H -3.31444 -3.96147 -2.04871
H -1.07228 -2.90702 -1.80176
H -2.41796 -0.82994 1.67440
```

F_max: 0.242 eV Å⁻¹
SMILES string: CCP(C)C1=C(C)C(=O)OC1=O.Fc1ccccc1.Fc1ccccc1
Frontier orbital gap: 8.48 eV
Energy: -41947.121 eV
Total charge: 0

=====

# 5
Computed, not measured: a cluster of 5 separate species, C5H15N5O10 in total in a non-equilibrium geometry, with ωB97M-V/def2-TZVPD.

The geometry in XYZ format:
```
35
C5H15N5O10 | the Open Molecules 2025 dataset | ωB97M-V/def2-TZVPD
O 0.47878 0.63646 2.93046
O 0.15958 -2.60144 -0.50571
O -0.22325 2.52902 2.16990
O 3.91365 0.96075 -2.95395
O 2.08584 0.81502 -1.81953
O 0.35842 -2.63631 2.48619
O -0.99109 -3.56719 3.88407
O -2.88613 4.55497 -2.56074
O -4.01082 2.74980 -2.19622
O -1.01212 -1.51124 -1.94079
N -0.22205 -3.59711 2.94212
N -3.27432 3.64591 -1.85744
N 0.63998 1.68407 2.35226
N -0.55715 -1.68511 -0.82821
N 2.81065 0.50233 -2.75035
C -0.88405 -0.66999 0.18695
C 2.31142 -0.52623 -3.69949
C 2.00028 1.98058 1.84589
C -0.13074 -4.88770 2.21027
C -2.73838 3.63268 -0.46401
H -0.96100 -4.93189 1.50864
H 0.00887 -0.11880 0.46115
H -1.24480 -1.19737 1.06846
H 2.86084 -1.45487 -3.62009
H -1.69398 3.90299 -0.54694
H -1.65009 0.04656 -0.08859
H 2.25361 1.26895 1.06246
H 0.81343 -4.93618 1.68405
H -0.31191 -5.66311 2.94746
H 2.63688 1.92354 2.72727
H -3.29965 4.34049 0.14069
H 1.26601 -0.68252 -3.43359
H 2.14383 2.96345 1.40632
H 2.26293 -0.11859 -4.70563
H -2.91350 2.64809 -0.04333
```

F_max: 1.648 eV Å⁻¹
SMILES string: C[N+](=O)[O-].C[N+](=O)[O-].C[N+](=O)[O-].C[N+](=O)[O-].C[N+](=O)[O-]
Frontier orbital gap: 11.02 eV
Energy: -33339.345 eV
Relative energy (zero: lowest compared OMol25 entry of this formula, charge and spin): 10.2 kcal per mole
Total charge: 0

=====

# 6
Computed, not measured: the molecule C3H4S in a non-equilibrium geometry, with ωB97M-V/def2-TZVPD.

The geometry in XYZ format:
```
8
C3H4S | the Open Molecules 2025 dataset | ωB97M-V/def2-TZVPD
S -3.25127 0.18048 -0.60058
C -0.53117 0.45994 -0.21896
C -1.68783 -0.34180 -0.22719
C 0.72132 0.07502 0.12578
H 1.14434 -0.64006 0.72709
H -1.53500 -1.45917 -0.10042
H 1.44600 0.76212 -0.28224
H -0.49807 1.29079 -0.89407
```

F_max: 3.862 eV Å⁻¹
SMILES string: C=CC=S
Frontier orbital gap: 7.73 eV
Energy: -14008.980 eV
Relative energy (zero: lowest compared OMol25 entry of this formula, charge and spin): 13.8 kcal per mole
Total charge: 0

=====

- What is the formula in the second record?
  C4H11NO

=====

- The highest energy belongs to which entry?
  C4H11NO